Entry 1:
ORCA calculation (the ωB97M-V functional and the def2-TZVPD basis) on an isolated molecule of C5H9NO.

The geometry in XYZ format:
```
16
Properties=species:S:1:pos:R:3:forces:R:3:nbo_charge:R:1
C 1.358117 1.106526 1.003485 0.016 0.017 0.018 -0.602
C 0.787911 0.191824 -0.066419 0.181 0.043 -0.035 -0.252
C 0.671507 -1.326016 0.226780 0.153 -0.176 0.088 -0.388
C -0.751972 -1.351770 -0.401588 -0.130 -0.056 -0.048 -0.472
C -0.675640 0.163402 -0.417793 -0.065 0.488 -0.200 0.228
N -1.357051 1.180241 -0.720603 0.544 -0.228 0.331 -0.146
O -2.642865 0.906186 -1.159740 -0.289 0.123 0.154 -0.565
H 2.430428 0.902737 1.096981 -0.111 0.083 0.074 0.210
H 0.895358 0.940472 1.982859 -0.010 -0.018 -0.179 0.206
H 1.236189 2.162963 0.742239 -0.023 -0.188 0.005 0.222
H 1.306787 0.385610 -1.013097 0.168 -0.191 0.109 0.213
H 1.432831 -1.967716 -0.221243 -0.149 0.019 0.051 0.208
H 0.633429 -1.509326 1.305444 0.034 -0.012 -0.153 0.203
H -1.547415 -1.815083 0.190903 0.112 0.183 -0.097 0.230
H -0.787855 -1.773931 -1.412181 0.006 0.092 0.138 0.228
H -2.989760 1.803881 -1.136028 -0.438 -0.179 -0.255 0.475
```
Forces are in eV/Å.

Calculated values
orbital gap = 0.38591 Ha
2S+1 = 1
lowest unoccupied orbital energy = 0.0399 hartree
energy relative to the best compared isomer or geometry (same formula, charge and spin) = 291.1 kJ/mol
structure (SMILES) = C[C@H]1CC/C1=N\O
total charge = 0
E_tot = -325.8267 Ha

Entry 2:
ORCA calculation (the ωB97M-V functional and the def2-TZVPD basis) on a structure of composition C5H9NO at a distorted geometry.

The geometry in XYZ format:
```
16
Properties=species:S:1:pos:R:3:forces:R:3:nbo_charge:R:1
C -1.334065 -0.800949 0.533175 1.497 -0.702 1.353 -0.007
C 1.385815 -0.037164 -1.123405 0.123 0.104 -0.428 -0.642
N -1.872729 -0.509116 -0.682571 -0.513 0.309 -2.089 -0.851
C 0.001982 1.277696 0.848766 3.904 0.754 -2.303 0.412
C -0.016904 -0.728063 0.937147 -1.746 -1.210 0.496 -0.230
C 1.143942 -0.081622 0.356978 -1.786 2.408 0.257 -0.316
O -0.392839 1.991667 -0.055192 -0.651 -1.215 1.165 -0.588
H -2.047199 -1.234156 1.227262 0.129 0.240 0.355 0.187
H -1.311884 -0.696466 -1.505096 0.239 0.160 0.353 0.376
H -2.271933 0.418245 -0.792454 -0.124 -0.003 0.274 0.389
H 0.185088 1.606775 1.878461 -0.833 -0.536 0.150 0.162
H 0.136992 -1.062431 1.960780 -0.141 -0.061 -0.027 0.222
H 2.022888 -0.091815 0.995176 -0.140 -0.085 -0.044 0.221
H 0.780683 0.725985 -1.635102 0.009 -0.070 0.343 0.237
H 2.429492 0.211921 -1.330219 -0.077 -0.098 0.013 0.221
H 1.160667 -0.990506 -1.613707 0.111 0.004 0.132 0.207
```
Forces are in eV/Å.

Calculated values
orbital gap = 0.32397 Ha
2S+1 = 1
lowest unoccupied orbital energy = 0.0361 hartree
energy relative to the best compared isomer or geometry (same formula, charge and spin) = 350.8 kJ/mol
total charge = 0
E_tot = -325.8039 Ha

Entry 3:
ORCA calculation (the ωB97M-V functional and the def2-TZVPD basis) on an isolated molecule of C5H9NO.

The geometry in XYZ format:
```
16
Properties=species:S:1:pos:R:3:forces:R:3:nbo_charge:R:1
H 2.655521 1.635297 0.511765 -0.028 -0.072 -0.047 0.346
N 2.492857 0.626073 0.500494 -0.344 0.059 -0.286 -0.660
C 1.387532 0.372453 -0.057108 0.170 -0.176 0.131 0.566
C 0.856488 -1.028335 -0.221217 0.084 -0.113 0.017 -0.488
C -0.565169 -1.171848 0.335856 0.027 -0.095 0.080 -0.393
C -1.435587 -0.078764 -0.245834 0.106 -0.009 0.008 -0.427
C -0.749949 1.272189 -0.047868 -0.557 -0.340 -0.004 -0.073
O 0.572622 1.342681 -0.599628 -0.043 -0.103 0.087 -0.536
H 0.840690 -1.238256 -1.299415 0.023 -0.022 0.143 0.220
H 1.543922 -1.721335 0.261921 0.008 0.059 -0.071 0.237
H -0.550991 -1.053304 1.426590 0.085 -0.123 -0.091 0.202
H -0.963802 -2.165150 0.112274 0.080 0.057 0.062 0.213
H -1.603488 -0.237274 -1.321766 0.150 0.039 0.188 0.204
H -2.433525 -0.053974 0.216898 0.289 0.067 -0.012 0.218
H -0.651172 1.550823 1.013787 -0.382 -0.072 -0.226 0.172
H -1.395947 1.948726 -0.586749 0.332 0.842 0.021 0.198
```
Forces are in eV/Å.

Calculated values
orbital gap = 0.40711 Ha
2S+1 = 1
lowest unoccupied orbital energy = 0.0351 hartree
energy relative to the best compared isomer or geometry (same formula, charge and spin) = 91.3 kJ/mol
structure (SMILES) = [H]/N=C1/CCCCO1
total charge = 0
E_tot = -325.9028 Ha

Entry 4:
ORCA calculation (the ωB97M-V functional and the def2-TZVPD basis) on an isolated molecule of C5H9NO at a distorted geometry.

The geometry in XYZ format:
```
16
Properties=species:S:1:pos:R:3:forces:R:3:nbo_charge:R:1
C -1.362102 -0.261937 1.190965 0.141 -0.061 -0.009 -0.627
C -1.261044 0.054580 -0.284717 0.142 -0.308 -0.011 -0.068
N -0.950295 1.438544 -0.604962 0.425 0.022 -0.154 -0.611
C 0.019938 0.370791 -1.003457 0.472 -0.551 -0.300 -0.066
C 1.465680 0.289455 -0.355198 -1.156 0.146 -0.384 -0.559
C 1.932379 -1.021657 0.299405 -0.600 -0.070 -0.032 0.445
O 1.209349 -1.913015 0.673147 0.252 0.404 -0.207 -0.523
H -0.754340 0.442412 1.767375 -0.020 -0.145 -0.080 0.213
H -2.396781 -0.163903 1.546727 0.204 0.008 -0.200 0.211
H -1.010003 -1.275800 1.381977 -0.092 0.065 0.072 0.237
H -2.009470 -0.458527 -0.895450 0.159 0.210 0.074 0.192
H -1.513946 1.769310 -1.393687 0.572 -0.145 0.168 0.358
H 0.044920 0.211516 -2.072837 -0.224 -0.404 -0.065 0.195
H 1.214811 1.079618 0.334341 1.135 0.277 1.181 0.268
H 2.327490 0.605518 -0.984154 -0.939 0.141 0.051 0.224
H 3.043408 -1.166901 0.400518 -0.472 0.411 -0.104 0.111
```
Forces are in eV/Å.

Calculated values
orbital gap = 0.39190 Ha
2S+1 = 1
lowest unoccupied orbital energy = 0.0366 hartree
energy relative to the best compared isomer or geometry (same formula, charge and spin) = 248.6 kJ/mol
structure (SMILES) = C[C@H]1N[C@H]1CC=O
total charge = 0
E_tot = -325.8429 Ha

Entry 5:
ORCA calculation (the ωB97M-V functional and the def2-TZVPD basis) on an isolated molecule of C5H9NO at a distorted geometry.

The geometry in XYZ format:
```
16
Properties=species:S:1:pos:R:3:forces:R:3:nbo_charge:R:1
C -0.041308 0.776923 -1.243156 0.757 0.823 -0.345 -0.575
C -0.614246 -0.613455 -0.748706 -0.067 0.494 0.242 -0.264
C 0.527629 -1.535305 -0.261409 0.035 0.066 -0.021 -0.398
C 0.589881 -0.681411 1.034882 0.133 0.052 0.380 -0.480
C -0.705959 -0.009130 0.612558 -0.758 0.024 0.870 0.293
N -1.440709 0.974397 0.950775 -0.032 -0.775 -0.146 -0.196
O -0.668679 1.835155 1.769085 0.695 0.668 -0.002 -0.581
H 0.839187 0.598933 -1.838770 0.106 0.076 -0.870 0.208
H 0.361346 1.579661 -0.465826 -0.754 -2.040 -1.335 0.185
H -0.853431 1.306939 -1.747891 0.325 -0.102 -0.154 0.243
H -1.471940 -1.029542 -1.303300 0.475 0.517 0.051 0.236
H 0.213058 -2.567498 -0.069387 -0.037 0.283 -0.052 0.215
H 1.436512 -1.561092 -0.873711 -0.235 0.104 0.071 0.206
H 1.478939 -0.061395 1.155830 -0.147 0.055 0.040 0.228
H 0.416833 -1.239143 1.955170 0.169 -0.025 0.025 0.241
H -0.067114 2.225964 1.073854 -0.664 -0.221 1.247 0.440
```
Forces are in eV/Å.

Calculated values
orbital gap = 0.36763 Ha
2S+1 = 1
lowest unoccupied orbital energy = 0.0315 hartree
energy relative to the best compared isomer or geometry (same formula, charge and spin) = 478.8 kJ/mol
structure (SMILES) = C[C@H]1CC/C1=N\O
total charge = 0
E_tot = -325.7552 Ha

Entry 6:
ORCA calculation (the ωB97M-V functional and the def2-TZVPD basis) on a cluster of 2 separate species, C5H9NO in total at a distorted geometry.

The geometry in XYZ format:
```
16
Properties=species:S:1:pos:R:3:forces:R:3:nbo_charge:R:1
C -2.021818 -0.051122 0.404440 -0.156 0.287 0.261 -0.277
O -0.936129 0.849250 0.059115 -0.059 0.257 0.305 -0.499
C 0.269174 0.337320 -0.049311 -0.156 -0.294 -0.166 0.618
C 1.338983 1.173364 -0.754404 -0.343 -0.278 -0.197 -0.711
C 0.813289 -0.544143 1.056984 -0.175 -0.342 -0.156 -0.734
C -0.415552 -1.138173 -1.416876 2.003 0.327 -0.212 -0.057
N 0.261899 -1.613252 -2.236235 -0.533 -0.112 0.093 -0.486
H -2.740683 -0.016688 -0.421210 0.219 0.218 0.174 0.223
H -1.762384 -1.109603 0.538886 0.405 0.617 -0.005 0.223
H -2.433427 0.358526 1.318734 -0.327 -0.011 0.097 0.199
H 2.245832 1.337165 -0.146607 -0.641 -0.210 0.019 0.230
H 0.998289 2.138724 -1.141815 -0.288 -0.345 0.127 0.244
H 1.625707 0.541930 -1.592035 0.201 0.177 -0.178 0.284
H 0.968209 -1.503278 0.581283 0.192 -0.381 0.358 0.277
H 0.101061 -0.637832 1.879993 0.025 -0.076 -0.195 0.233
H 1.774081 -0.199833 1.464363 -0.365 0.163 -0.325 0.235
```
Forces are in eV/Å.

Calculated values
orbital gap = 0.35911 Ha
2S+1 = 1
lowest unoccupied orbital energy = -0.0061 hartree
energy relative to the best compared isomer or geometry (same formula, charge and spin) = 387.9 kJ/mol
total charge = 0
E_tot = -325.7898 Ha

> What is the 2S+1 in the second record?

1